1.
This record from the OMol25 dataset describes a structure of composition C5H12O. The level of theory is the ωB97M-V functional and the def2-TZVPD basis.

Calculated values
- E_LUMO (eV) = 0.903
- net charge = 0
- HOMO-LUMO gap (eV) = 8.02
- relative energy (zero: lowest compared OMol25 entry of this formula, charge and spin) (kcal/mol) = 125.0
- multiplicity = 1

Each line ends with the Mulliken charge.
Geometry (Å):
C (-0.542, -0.059, -2.918)  -1.219
C (0.322, 0.329, -1.720)  -0.276
C (-0.237, -0.238, -0.431)  -0.637
O (0.624, 0.172, 0.647)  -0.153
C (0.363, -0.327, 1.829)  -0.136
C (0.907, 0.214, 3.013)  -0.884
H (-0.138, 0.364, -3.843)  0.346
H (-1.567, 0.309, -2.803)  0.332
H (-0.588, -1.148, -3.042)  0.331
H (0.376, 1.420, -1.626)  0.283
H (1.348, -0.032, -1.856)  0.281
H (-1.239, 0.142, -0.202)  0.390
H (-0.275, -1.337, -0.457)  0.302
H (-0.093, -1.317, 1.867)  0.378
H (-1.382, 0.365, 1.986)  0.101
H (1.141, -0.468, 3.823)  0.279
H (-0.440, 0.448, 2.785)  -0.006
H (1.420, 1.166, 2.948)  0.289

2.
This record from the OMol25 dataset describes a structure of composition C14H19BrFeO. The level of theory is the ωB97M-V functional and the def2-TZVPD basis.

Calculated values
- E_LUMO (spin up / spin down) (eV) = 3.215 / 3.150
- net charge = -1
- HOMO-LUMO gap (spin up / spin down) (eV) = 6.46 / 7.08
- multiplicity = 6
- <S²> = 8.7771

Each line ends with the Mulliken charge.
Geometry (Å):
C (-1.175, -0.759, -1.820)  -0.843
C (-1.224, -1.747, -0.827)  -0.474
C (-1.937, -1.212, 0.274)  -0.512
H (-0.764, -2.717, -0.866)  0.359
C (-2.341, 0.094, -0.056)  -0.187
C (-1.844, 0.395, -1.332)  -0.869
H (-1.964, 1.331, -1.848)  0.451
H (-0.700, -0.853, -2.780)  0.654
H (-2.097, -1.700, 1.218)  0.451
H (-2.876, 0.766, 0.586)  0.443
Fe (0.000, 0.000, 0.000)  0.947
Br (0.807, -1.844, 1.580)  -0.338
C (1.968, 1.144, 0.353)  -0.451
C (1.147, 1.911, -0.509)  -0.501
C (0.985, 1.186, -1.698)  -0.983
H (0.694, 2.855, -0.269)  0.359
C (1.691, -0.040, -1.569)  -0.439
C (2.322, -0.040, -0.317)  -0.639
H (2.916, -0.837, 0.088)  0.544
H (2.230, 1.396, 1.363)  0.433
H (0.415, 1.498, -2.554)  0.648
H (1.746, -0.827, -2.301)  0.440
C (-0.583, 1.368, 3.821)  -1.563
C (0.000, 0.000, 3.420)  1.144
C (1.422, -0.082, 4.035)  -1.377
C (-0.933, -1.082, 4.021)  -1.468
O (0.000, 0.000, 2.000)  -0.363
H (-0.635, 1.478, 4.926)  0.401
H (-1.609, 1.488, 3.409)  0.311
H (0.044, 2.191, 3.416)  0.327
H (1.369, 0.040, 5.138)  0.431
H (1.921, -1.053, 3.854)  0.351
H (2.069, 0.724, 3.631)  0.254
H (-1.958, -0.984, 3.603)  0.287
H (-0.578, -2.114, 3.835)  0.336
H (-0.996, -0.966, 5.124)  0.436

3.
This record from the OMol25 dataset describes a structure of composition C49H55CrN2O2P2S3Sb. The level of theory is the ωB97M-V functional and the def2-TZVPD basis.

Calculated values
- E_LUMO (spin up / spin down) (eV) = -3.198 / -3.432
- net charge = +1
- HOMO-LUMO gap (spin up / spin down) (eV) = 6.17 / 6.12
- relative energy (zero: lowest compared OMol25 entry of this formula, charge and spin) (kcal/mol) = 0.0
- multiplicity = 4
- <S²> = 3.8116

Each line ends with the Mulliken charge.
Geometry (Å):
Cr (-0.002, -1.367, -0.505)  -0.951
C (3.328, -3.196, 0.841)  -1.324
C (3.658, -2.331, -0.370)  0.264
C (3.714, -3.156, -1.655)  -1.285
P (2.413, -0.940, -0.506)  1.848
C (3.415, 0.219, -1.621)  0.864
C (2.545, 1.034, -2.573)  -1.842
C (4.385, 1.131, -0.873)  -1.561
C (2.486, -0.391, 1.230)  -0.640
C (3.680, -0.176, 1.915)  -0.519
C (3.717, -0.056, 3.289)  -1.222
C (2.556, -0.283, 4.014)  -1.107
C (1.362, -0.494, 3.364)  -0.023
C (1.279, -0.472, 1.961)  -0.156
N (0.072, -0.567, 1.295)  1.390
C (-1.058, -0.053, 1.891)  -0.583
C (-1.027, 0.882, 2.944)  0.240
C (-2.168, 1.232, 3.630)  -1.205
C (-3.400, 0.715, 3.258)  -1.306
C (-3.475, -0.086, 2.135)  -0.676
C (-2.334, -0.457, 1.433)  -0.307
P (-2.374, -1.492, -0.058)  1.841
C (-3.702, -0.734, -1.176)  0.562
C (-3.883, 0.772, -0.986)  -1.746
C (-5.082, -1.393, -1.114)  -1.583
C (-3.124, -3.048, 0.619)  0.662
C (-2.350, -3.387, 1.896)  -1.756
C (-3.082, -4.160, -0.432)  -1.721
H (3.803, -4.172, 0.766)  0.540
H (2.255, -3.371, 0.911)  -0.090
H (3.651, -2.734, 1.770)  0.178
H (4.635, -1.848, -0.233)  0.699
H (2.746, -3.586, -1.905)  0.168
H (4.419, -3.978, -1.535)  0.499
H (4.042, -2.555, -2.503)  0.403
H (4.002, -0.474, -2.239)  0.463
H (2.029, 1.841, -2.051)  0.171
H (1.809, 0.397, -3.065)  0.259
H (3.178, 1.482, -3.339)  0.635
H (3.881, 1.666, -0.070)  0.257
H (4.795, 1.870, -1.560)  0.488
H (5.222, 0.566, -0.467)  0.352
H (4.605, -0.116, 1.370)  0.298
H (4.650, 0.152, 3.790)  0.517
H (2.586, -0.302, 5.090)  0.460
H (0.474, -0.714, 3.938)  0.665
H (-0.084, 1.329, 3.226)  0.494
H (-2.093, 1.917, 4.460)  0.437
H (-4.287, 0.956, 3.820)  0.475
H (-4.434, -0.454, 1.805)  0.484
H (-3.292, -0.899, -2.183)  0.453
H (-4.394, 0.987, -0.052)  0.250
H (-4.491, 1.161, -1.801)  0.641
H (-2.931, 1.301, -0.997)  0.134
H (-5.533, -1.315, -0.127)  0.247
H (-5.051, -2.437, -1.406)  0.337
H (-5.737, -0.875, -1.814)  0.509
H (-4.165, -2.840, 0.890)  0.784
H (-1.278, -3.199, 1.767)  0.056
H (-2.464, -4.439, 2.145)  0.607
H (-2.715, -2.785, 2.727)  0.316
H (-2.182, -4.096, -1.044)  0.355
H (-3.941, -4.123, -1.098)  0.382
H (-3.065, -5.131, 0.055)  0.472
S (-0.463, 0.698, -1.412)  -0.230
Sb (-0.410, 2.753, -0.196)  1.998
C (-1.259, 4.005, -1.707)  0.676
C (-1.426, 5.349, -1.415)  -0.273
C (-1.922, 6.209, -2.380)  -0.811
C (-2.256, 5.723, -3.635)  -0.597
C (-2.089, 4.379, -3.924)  -0.717
C (-1.590, 3.516, -2.960)  -0.606
C (-1.347, 3.641, 1.574)  0.918
C (-2.716, 3.563, 1.749)  -0.458
C (-3.309, 4.282, 2.774)  -0.534
C (-2.539, 5.079, 3.605)  -0.851
C (-1.172, 5.160, 3.411)  -0.657
C (-0.569, 4.437, 2.394)  -0.592
C (1.559, 3.631, -0.021)  1.363
C (2.349, 3.398, 1.098)  -0.855
C (3.532, 4.100, 1.261)  -0.767
C (3.933, 5.019, 0.303)  -0.905
C (3.164, 5.216, -0.833)  -0.816
C (1.973, 4.529, -0.994)  -0.855
H (-1.162, 5.722, -0.436)  0.479
H (-2.042, 7.257, -2.152)  0.438
H (-2.646, 6.394, -4.386)  0.400
H (-2.340, 3.999, -4.902)  0.436
H (-1.451, 2.465, -3.181)  0.523
H (-3.318, 2.948, 1.094)  0.260
H (-4.375, 4.218, 2.921)  0.500
H (-3.004, 5.635, 4.404)  0.405
H (-0.564, 5.787, 4.045)  0.487
H (0.498, 4.519, 2.243)  0.489
H (2.042, 2.670, 1.841)  0.467
H (4.136, 3.932, 2.141)  0.452
H (4.845, 5.578, 0.444)  0.414
H (3.487, 5.916, -1.591)  0.446
H (1.363, 4.697, -1.873)  0.503
O (-0.867, -5.605, 0.828)  -0.592
S (0.389, -5.263, 0.241)  1.009
O (1.542, -5.433, 1.068)  -0.708
N (0.304, -3.668, -0.425)  0.308
C (0.303, -3.782, -1.735)  0.617
S (0.010, -2.409, -2.667)  -0.901
C (0.500, -5.101, -2.311)  0.362
C (0.619, -5.432, -3.655)  -0.897
C (0.799, -6.766, -3.982)  -0.762
C (0.844, -7.745, -2.997)  -0.548
C (0.721, -7.410, -1.651)  -0.920
C (0.572, -6.082, -1.336)  0.330
H (0.561, -4.665, -4.411)  0.580
H (0.899, -7.053, -5.017)  0.443
H (0.964, -8.781, -3.273)  0.445
H (0.737, -8.159, -0.877)  0.555

4.
This record from the OMol25 dataset describes a cluster of 2 separate species, C3H10NO3 in total. The level of theory is the ωB97M-V functional and the def2-TZVPD basis.

Calculated values
- E_LUMO (eV) = 3.796
- net charge = -1
- HOMO-LUMO gap (eV) = 6.24
- relative energy (zero: lowest compared OMol25 entry of this formula, charge and spin) (kcal/mol) = 22.6
- multiplicity = 1

Each line ends with the Mulliken charge.
Geometry (Å):
C (1.340, -0.292, 0.517)  -0.451
O (2.346, 0.533, 0.171)  -0.888
C (-0.022, 0.162, -0.233)  0.035
C (0.193, 0.098, -1.712)  -0.404
O (-0.972, 0.559, -2.498)  -0.560
N (-1.291, -0.446, 0.206)  -0.509
H (1.051, -0.153, 1.570)  0.109
H (1.535, -1.351, 0.228)  0.264
H (0.061, 1.213, 0.056)  0.137
H (1.021, 0.723, -2.037)  0.262
H (0.362, -0.888, -2.113)  0.267
H (-1.411, 1.200, -1.929)  0.294
H (-1.976, -0.345, -0.539)  0.256
H (-1.210, -1.439, 0.351)  0.217
H (-1.381, 0.004, 2.274)  0.351
H (-0.523, 0.137, 3.536)  0.299
O (-1.000, -0.520, 3.003)  -0.679

5.
This record from the OMol25 dataset describes the molecule C7H15NO2. The level of theory is the ωB97M-V functional and the def2-TZVPD basis.

Calculated values
- E_LUMO (eV) = 0.867
- net charge = 0
- HOMO-LUMO gap (eV) = 9.92
- SMILES = CC[C@@H](C)[C@H](N)CC(=O)O
- relative energy (zero: lowest compared OMol25 entry of this formula, charge and spin) (kcal/mol) = 46.0
- multiplicity = 1

Each line ends with the Mulliken charge.
Geometry (Å):
C (-6.793, 2.609, -0.722)  -1.297
C (-5.293, 2.489, -0.970)  -0.573
C (-4.495, 1.934, 0.218)  0.540
C (-4.880, 0.490, 0.541)  -1.606
C (-2.990, 2.118, -0.033)  -0.185
C (-2.079, 1.755, 1.152)  -0.702
C (-0.802, 1.406, 0.419)  0.668
O (0.105, 2.153, 0.125)  -0.539
N (-2.407, 1.297, -1.096)  -0.583
H (-7.263, 1.627, -0.566)  0.300
H (-6.996, 3.225, 0.167)  0.316
H (-7.294, 3.079, -1.580)  0.386
H (-5.120, 1.853, -1.855)  0.295
H (-4.895, 3.485, -1.224)  0.362
H (-4.731, 2.559, 1.098)  0.243
H (-4.316, 0.098, 1.398)  0.394
H (-5.944, 0.414, 0.804)  0.426
H (-4.698, -0.176, -0.317)  0.280
H (-2.794, 3.172, -0.282)  0.433
H (-1.937, 2.621, 1.812)  0.348
H (-2.407, 0.882, 1.727)  0.295
H (-2.687, 1.521, -2.044)  0.192
H (-2.135, 0.133, -0.928)  0.302
O (-0.642, -0.188, 0.138)  -0.595
H (0.254, -0.295, -0.208)  0.298

6.
This record from the OMol25 dataset describes a structure of composition C4H7NO. The level of theory is the ωB97M-V functional and the def2-TZVPD basis.

Calculated values
- E_LUMO (eV) = 0.969
- net charge = 0
- HOMO-LUMO gap (eV) = 9.69
- relative energy (zero: lowest compared OMol25 entry of this formula, charge and spin) (kcal/mol) = 124.9
- multiplicity = 1

Each line ends with the Mulliken charge.
Geometry (Å):
C (0.968, 1.038, -0.415)  0.137
N (1.621, 0.482, 0.558)  -0.586
C (-0.036, 0.210, -1.083)  -0.953
C (-1.080, -0.454, -0.158)  0.209
C (-0.800, -1.222, 1.052)  -0.403
O (-1.256, 0.118, 1.140)  -0.422
H (1.047, 2.076, -0.729)  0.430
H (1.258, 0.128, -1.443)  0.129
H (2.025, 1.222, 1.117)  0.200
H (-0.434, 0.365, -2.074)  0.374
H (-2.052, -0.630, -0.638)  0.372
H (-1.511, -1.983, 1.374)  0.258
H (0.249, -1.349, 1.298)  0.256

7.
This record from the OMol25 dataset describes a structure of composition C27H35AsCeN2OP2. The level of theory is the ωB97M-V functional and the def2-TZVPD basis.

Calculated values
- E_LUMO (spin up / spin down) (eV) = -5.934 / -8.391
- net charge = +2
- HOMO-LUMO gap (spin up / spin down) (eV) = 7.72 / 5.26
- relative energy (zero: lowest compared OMol25 entry of this formula, charge and spin) (kcal/mol) = 0.0
- multiplicity = 3
- <S²> = 2.0319

Each line ends with the Mulliken charge.
Geometry (Å):
Ce (0.867, -0.027, -1.307)  0.410
P (0.912, 2.941, -1.095)  0.019
P (2.340, -2.471, -0.539)  -0.059
N (-1.231, 0.791, -2.059)  0.265
N (-0.523, -1.846, -1.869)  0.363
H (-3.014, 0.130, -2.992)  0.453
H (-2.602, -2.297, -1.980)  0.552
H (-2.928, -0.157, -1.232)  0.185
C (-2.348, -0.171, -2.168)  -0.613
H (-1.879, -1.782, -3.511)  0.394
C (-1.864, -1.600, -2.419)  -0.861
H (-1.806, 1.949, -3.695)  0.386
H (-0.766, -3.897, -2.244)  0.423
C (-1.163, 1.849, -2.807)  -0.258
C (-0.081, -3.122, -1.846)  -0.106
H (-0.943, 3.930, -2.311)  0.630
C (-0.312, 3.057, -2.546)  -0.862
H (0.269, 3.284, -3.455)  0.239
H (3.504, -2.850, -1.283)  0.162
H (2.600, -3.299, 0.581)  0.186
H (1.830, 3.845, -1.699)  0.134
H (0.292, 3.932, -0.289)  0.136
O (1.706, 0.350, -3.178)  -0.534
C (1.165, 0.222, -4.494)  1.295
C (1.579, 1.381, -5.377)  -1.390
C (1.533, -1.129, -5.080)  -1.423
H (0.050, 0.302, -4.396)  -0.141
H (1.063, 2.298, -5.074)  0.249
H (2.666, 1.532, -5.346)  0.323
H (1.275, 1.177, -6.410)  0.409
H (1.119, -1.964, -4.502)  0.238
H (1.149, -1.205, -6.103)  0.427
H (2.624, -1.241, -5.115)  0.339
C (1.164, -3.547, -1.373)  -0.674
H (1.394, -4.605, -1.518)  0.464
C (-1.375, 3.612, 4.916)  -0.555
C (-0.323, 3.894, 4.034)  -0.666
C (0.001, 2.992, 3.015)  -0.464
C (-0.737, 1.799, 2.893)  0.662
C (-1.779, 1.504, 3.779)  -0.196
C (-2.102, 2.423, 4.789)  -0.649
As (-0.160, 0.531, 1.509)  0.919
C (1.497, -0.052, 2.431)  0.723
C (2.709, 0.491, 1.975)  -0.413
C (3.904, 0.112, 2.588)  -0.706
C (3.887, -0.792, 3.657)  -0.594
C (2.670, -1.292, 4.136)  -0.765
C (1.464, -0.900, 3.536)  -0.362
C (-1.486, -0.919, 1.708)  0.635
C (-1.140, -2.233, 2.030)  -0.651
C (-2.147, -3.197, 2.156)  -0.861
C (-3.478, -2.867, 1.885)  -0.632
C (-3.813, -1.567, 1.491)  -0.711
C (-2.817, -0.591, 1.411)  -1.077
H (-1.630, 4.323, 5.704)  0.384
H (0.250, 4.819, 4.137)  0.400
H (0.823, 3.206, 2.325)  0.276
H (-2.333, 0.567, 3.693)  0.300
H (-2.925, 2.196, 5.468)  0.419
H (2.725, 1.214, 1.153)  0.349
H (4.850, 0.523, 2.230)  0.444
H (4.824, -1.103, 4.121)  0.421
H (2.649, -1.989, 4.976)  0.442
H (0.513, -1.263, 3.930)  0.538
H (-0.098, -2.500, 2.204)  0.583
H (-1.885, -4.210, 2.467)  0.447
H (-4.258, -3.622, 1.978)  0.421
H (-4.845, -1.303, 1.255)  0.483
H (-3.078, 0.436, 1.150)  0.693

- Which of these has the highest multiplicity?
  C14H19BrFeO